A structure of composition C30H64AsBF2N2ORhSbSi5Te at a distorted geometry, computed with ωB97M-V with the def2-TZVPD basis set.

Calculated values
Kohn-Sham gap (alpha / beta) = 0.20966 / 0.20958 Ha
HOMO energy (alpha / beta) = -6.45 / -6.45 eV

Element x y z (Å)
Rh 1.006 -0.073 -1.794
C 2.030 -0.665 3.546
Sb 0.507 -0.386 1.994
C 2.043 0.225 0.501
C 2.591 -1.070 0.171
C 3.875 -1.532 0.467
C 4.305 -2.748 -0.035
C 3.432 -3.516 -0.797
C 2.155 -3.035 -0.995
N 1.729 -1.858 -0.533
Si 3.258 1.663 0.486
C 4.385 1.432 -1.039
C 2.449 3.389 0.314
C 4.445 1.769 2.001
C -0.853 1.042 3.231
C -1.410 1.857 2.146
C -2.603 2.586 2.206
C -2.924 3.449 1.179
C -2.059 3.570 0.095
C -0.960 2.737 0.063
N -0.661 1.897 1.043
Si -2.120 -0.181 3.975
C -3.366 0.587 5.207
C -1.237 -1.609 4.873
C -3.126 -0.987 2.571
Si -0.113 2.271 4.507
C 1.440 3.108 3.782
C 0.299 1.460 6.185
C -1.303 3.725 4.883
H 2.876 -1.164 3.083
H 1.648 -1.288 4.348
H 2.344 0.292 3.950
H 4.537 -0.932 1.071
H 5.311 -3.090 0.158
H 3.737 -4.460 -1.216
H 1.433 -3.594 -1.581
H 3.787 1.374 -1.949
H 4.951 0.510 -0.976
H 5.088 2.251 -1.149
H 2.312 3.655 -0.729
H 3.091 4.143 0.756
H 1.487 3.457 0.802
H 5.129 0.927 2.034
H 3.916 1.792 2.946
H 5.050 2.670 1.945
H -3.260 2.478 3.050
H -3.825 4.043 1.218
H -2.248 4.279 -0.697
H -0.259 2.723 -0.768
H -2.890 1.261 5.911
H -3.847 -0.198 5.782
H -4.150 1.137 4.697
H -0.655 -1.266 5.720
H -0.575 -2.136 4.194
H -1.965 -2.323 5.244
H -3.472 -0.261 1.843
H -3.997 -1.499 2.967
H -2.521 -1.719 2.043
H 1.884 2.505 2.999
H 2.191 3.291 4.546
H 1.184 4.069 3.344
H 0.950 0.600 6.083
H -0.594 1.140 6.708
H 0.806 2.180 6.821
H -1.518 4.292 3.983
H -0.847 4.409 5.594
H -2.250 3.405 5.303
O -1.659 -0.486 -0.566
H -1.265 0.356 -0.301
H -1.075 -1.172 -0.213
C -2.182 1.869 -3.076
Te -0.060 1.804 -3.501
C 0.126 3.974 -3.474
H -2.384 2.290 -2.099
H -2.543 0.845 -3.098
H -2.693 2.453 -3.835
H -0.272 4.379 -4.397
H 1.177 4.227 -3.411
H -0.402 4.407 -2.633
F 2.441 0.599 -4.390
B 2.482 -0.275 -3.327
F 3.060 -1.405 -3.767
C -1.222 -5.114 -3.209
Si -1.742 -3.547 -2.211
C -1.396 -3.910 -0.352
C -3.650 -3.346 -2.328
As -0.520 -1.653 -3.050
Si -0.620 -1.925 -5.406
C -0.404 -0.300 -6.402
C 0.729 -3.156 -5.994
C -2.358 -2.577 -5.909
H -1.679 -6.020 -2.823
H -0.143 -5.244 -3.175
H -1.507 -5.023 -4.253
H -1.622 -4.945 -0.109
H -2.016 -3.286 0.285
H -0.360 -3.731 -0.083
H -4.161 -4.250 -2.010
H -3.971 -3.121 -3.340
H -3.977 -2.532 -1.689
H 0.564 0.155 -6.211
H -1.172 0.434 -6.159
H -0.467 -0.495 -7.470
H 1.706 -2.800 -5.680
H 0.745 -3.278 -7.074
H 0.574 -4.134 -5.548
H -3.132 -1.895 -5.567
H -2.557 -3.549 -5.471
H -2.448 -2.674 -6.986

Results of the Löwdin charge analysis, in e, for atoms 1 through 99:
1. Rh 0.377
2. C -0.280
3. Sb 1.506
4. C -0.462
5. C -0.536
6. C -0.050
7. C -0.037
8. C -0.051
9. C -0.154
10. N -0.019
11. Si 0.482
12. C -0.166
13. C -0.169
14. C -0.174
15. C -0.524
16. C -0.460
17. C -0.042
18. C -0.037
19. C -0.063
20. C -0.184
21. N 0.021
22. Si 0.466
23. C -0.168
24. C -0.182
25. C -0.169
26. Si 0.530
27. C -0.162
28. C -0.169
29. C -0.166
30. H -0.009
31. H -0.011
32. H -0.017
33. H 0.093
34. H 0.112
35. H 0.105
36. H 0.079
37. H -0.008
38. H 0.024
39. H 0.033
40. H 0.015
41. H 0.029
42. H -0.014
43. H 0.013
44. H -0.005
45. H 0.027
46. H 0.100
47. H 0.113
48. H 0.102
49. H 0.048
50. H 0.004
51. H 0.030
52. H 0.022
53. H 0.015
54. H -0.002
55. H 0.032
56. H 0.024
57. H 0.031
58. H -0.004
59. H -0.025
60. H 0.037
61. H 0.034
62. H 0.013
63. H 0.018
64. H 0.030
65. H 0.021
66. H 0.033
67. H 0.015
68. O -0.180
69. H -0.030
70. H -0.064
71. C -0.364
72. Te 1.345
73. C -0.371
74. H -0.028
75. H -0.020
76. H 0.010
77. H 0.002
78. H -0.003
79. H -0.011
80. F 0.013
81. B -0.752
82. F 0.145
83. C -0.225
84. Si 0.329
85. C -0.208
86. C -0.207
87. As 0.739
88. Si 0.278
89. C -0.252
90. C -0.219
91. C -0.223
92. H 0.021
93. H 0.013
94. H -0.003
95. H 0.029
96. H 0.003
97. H -0.007
98. H 0.025
99. H 0.004

=====

A structure of composition C5H12NO2 at a distorted geometry, computed with ωB97M-V with the def2-TZVPD basis set.

Calculated values
Kohn-Sham gap = 0.21154 Ha
charge = -1
energy above the lowest of the compared OMol25 structures with the same formula, charge and spin = 8.6916 eV
HOMO energy = -3.59 eV

Element x y z (Å)
C 1.343 -0.318 0.659
O 2.723 -0.521 0.976
C 0.843 0.170 -0.730
C -0.613 -0.003 -0.804
C -1.325 0.629 0.330
C -2.854 0.429 0.423
N -3.281 -0.793 -0.148
H 1.004 0.248 1.576
H 0.749 -1.159 0.905
H 1.448 -0.350 -1.581
H 1.260 1.186 -0.869
H -1.087 -0.207 -1.774
H -0.877 -0.600 0.220
H -1.049 1.509 0.994
H -3.316 1.302 0.072
H -3.039 0.406 1.499
H -4.250 -0.928 0.234
H 4.917 -0.556 -1.105
H 3.312 -0.380 0.075
O 4.093 -0.063 -0.950

Atom-resolved charges from Löwdin, all expressed in e:
1. C -0.323
2. O -0.178
3. C -0.194
4. C -0.104
5. C -0.056
6. C -0.484
7. N -0.147
8. H 0.114
9. H 0.072
10. H 0.144
11. H 0.127
12. H 0.145
13. H 0.154
14. H 0.152
15. H 0.084
16. H 0.097
17. H -0.036
18. H -0.091
19. H -0.059
20. O -0.417

=====

A structure of composition C40H41ClN3O2TeV at a distorted geometry, computed with ωB97M-V with the def2-TZVPD basis set.

Calculated values
2S+1 = 3
Kohn-Sham gap (alpha / beta) = 0.19581 / 0.19460 Ha
energy above the lowest of the compared OMol25 structures with the same formula, charge and spin = 1.0500 eV
<S²> = 2.0164
HOMO energy (alpha / beta) = -5.60 / -5.63 eV

Element x y z (Å)
V -0.285 0.055 0.033
C -2.548 1.587 -1.388
N -2.282 1.127 -0.010
C -3.396 0.216 0.374
C -3.074 -0.851 1.417
C -2.278 -2.035 0.855
N -1.375 -1.604 -0.209
C -1.209 -2.392 -1.218
C -0.510 -2.096 -2.430
C -0.393 -3.110 -3.401
C 0.200 -2.862 -4.612
C 0.658 -1.565 -4.893
C 0.537 -0.548 -3.979
C -0.021 -0.796 -2.709
O -0.089 0.161 -1.831
C -2.273 2.346 0.840
C -2.036 2.125 2.327
C -0.648 1.624 2.713
N -0.240 0.347 2.112
C 0.434 -0.446 2.868
C 1.100 -1.660 2.461
C 1.478 -2.571 3.460
C 2.075 -3.769 3.142
C 2.312 -4.069 1.797
C 2.018 -3.167 0.800
C 1.441 -1.924 1.111
O 1.283 -1.004 0.186
H -3.512 2.110 -1.425
H -2.565 0.737 -2.067
H -1.763 2.270 -1.697
H -3.721 -0.295 -0.535
H -4.239 0.828 0.718
H -4.016 -1.233 1.815
H -2.525 -0.415 2.245
H -2.959 -2.794 0.458
H -1.696 -2.498 1.658
H -1.700 -3.368 -1.180
H -0.778 -4.097 -3.172
H 0.304 -3.648 -5.346
H 1.116 -1.361 -5.853
H 0.876 0.456 -4.193
H -3.238 2.856 0.706
H -1.491 2.995 0.452
H -2.817 1.496 2.757
H -2.136 3.107 2.797
H -0.584 1.543 3.804
H 0.074 2.376 2.397
H 0.527 -0.194 3.929
H 1.270 -2.324 4.495
H 2.350 -4.470 3.917
H 2.745 -5.025 1.532
H 2.232 -3.385 -0.239
Te 3.286 0.401 -1.517
C 4.213 -1.497 -1.334
C 4.956 -1.808 -0.201
C 5.456 -3.089 -0.016
C 5.212 -4.074 -0.960
C 4.469 -3.773 -2.093
C 3.970 -2.492 -2.276
C 4.904 1.298 -2.554
C 4.988 1.215 -3.940
C 6.045 1.802 -4.619
C 7.026 2.486 -3.917
C 6.941 2.588 -2.537
C 5.883 2.000 -1.859
H 5.135 -1.045 0.547
H 6.025 -3.321 0.876
H 5.597 -5.075 -0.812
H 4.265 -4.541 -2.828
H 3.370 -2.265 -3.150
H 4.221 0.683 -4.490
H 6.099 1.730 -5.698
H 7.854 2.941 -4.444
H 7.697 3.132 -1.985
H 5.815 2.086 -0.782
Cl -0.430 4.598 -1.634
C 0.365 4.765 -0.078
C 0.338 6.004 0.525
C 0.954 6.204 1.753
C 1.614 5.128 2.339
C 1.630 3.889 1.736
C 0.981 3.623 0.496
C 0.952 2.334 -0.061
H -0.176 6.817 0.029
H 0.925 7.173 2.231
H 2.126 5.263 3.285
H 2.175 3.074 2.201
H 1.406 1.558 0.549
H 0.552 2.158 -1.046

Atom-resolved charges from Löwdin, all expressed in e:
1. V 0.933
2. C -0.076
3. N -0.254
4. C -0.172
5. C -0.154
6. C -0.172
7. N -0.061
8. C -0.045
9. C -0.131
10. C -0.042
11. C -0.092
12. C -0.070
13. C -0.019
14. C -0.339
15. O -0.223
16. C -0.182
17. C -0.140
18. C -0.179
19. N -0.043
20. C -0.062
21. C -0.140
22. C -0.043
23. C -0.089
24. C -0.065
25. C -0.002
26. C -0.317
27. O -0.257
28. H 0.104
29. H 0.090
30. H 0.042
31. H 0.123
32. H 0.129
33. H 0.121
34. H 0.078
35. H 0.119
36. H 0.123
37. H 0.139
38. H 0.112
39. H 0.099
40. H 0.108
41. H 0.116
42. H 0.130
43. H 0.081
44. H 0.100
45. H 0.129
46. H 0.123
47. H 0.081
48. H 0.136
49. H 0.112
50. H 0.099
51. H 0.108
52. H 0.112
53. Te 1.530
54. C -0.509
55. C -0.143
56. C -0.097
57. C -0.101
58. C -0.097
59. C -0.144
60. C -0.522
61. C -0.149
62. C -0.096
63. C -0.098
64. C -0.094
65. C -0.145
66. H 0.095
67. H 0.103
68. H 0.099
69. H 0.101
70. H 0.088
71. H 0.085
72. H 0.099
73. H 0.099
74. H 0.100
75. H 0.088
76. Cl 0.683
77. C -0.604
78. C -0.141
79. C -0.127
80. C -0.115
81. C -0.089
82. C -0.375
83. C -0.189
84. H 0.095
85. H 0.087
86. H 0.096
87. H 0.109
88. H 0.000
89. H -0.003

=====

A cluster of 2 separate species, C3H5N3O in total at a distorted geometry, computed with ωB97M-V with the def2-TZVPD basis set.

Calculated values
Kohn-Sham gap = 0.30869 Ha
energy above the lowest of the compared OMol25 structures with the same formula, charge and spin = 7.2898 eV
HOMO energy = -8.88 eV

Element x y z (Å)
C 0.439 0.658 0.683
C -0.818 0.883 0.165
C -1.170 -0.040 -0.701
H 1.901 -2.043 0.065
H 2.007 -1.401 -1.395
H 1.176 1.100 1.229
H -1.827 1.741 1.791
H -2.313 -0.184 -1.074
N 2.057 -1.050 -0.205
N 0.749 -0.540 0.024
N -0.233 -0.898 -0.929
O -1.967 1.773 0.345

Atom-resolved charges from Löwdin, all expressed in e:
1. C 0.031
2. C -0.406
3. C -0.203
4. H 0.064
5. H 0.188
6. H 0.087
7. H 0.321
8. H 0.184
9. N 0.029
10. N -0.258
11. N 0.086
12. O -0.125